C20H21N3O3S2 | ωB97M-V/def2-TZVPD

Each atom is followed by the atoms it is bonded to, with distances in Å.
Element x y z (Å)
1 S 0.119 -1.084 1.469  C9 1.762, C16 1.746
2 S -2.805 3.451 2.374  C19 1.784, C28 1.828
3 O 5.025 -1.994 -2.034  C14 1.409, C23 1.362
4 O 0.394 1.357 2.445  C13 1.209
5 O 2.581 -0.651 -2.828  C10 1.405, C24 1.374
6 N -1.963 -2.438 0.842  N7 1.328, C9 1.284
7 N -2.437 -1.343 1.426  N6 1.328, C16 1.291
8 N -1.755 0.661 2.420  C13 1.364, C16 1.369, H41 1.013
9 C -0.682 -2.493 0.777  S1 1.762, N6 1.284, C22 1.486
10 C 1.387 0.043 -3.083  O5 1.405, H30 1.095, H36 1.090, H47 1.095
11 C -0.953 2.885 -1.191  C20 1.384, C26 1.388, H44 1.081
12 C 1.381 -3.186 -0.418  C18 1.383, C21 1.390, C22 1.505
13 C -0.775 1.580 2.658  O4 1.209, N8 1.364, C28 1.511
14 C 5.257 -0.870 -2.852  O3 1.409, H37 1.092, H39 1.090, H43 1.092
15 C -3.458 2.496 -0.091  C17 1.380, C19 1.388, H35 1.079
16 C -1.504 -0.538 1.810  S1 1.746, N7 1.291, N8 1.369
17 C -3.219 2.160 -1.408  C15 1.380, C26 1.391, H45 1.080
18 C 2.582 -3.781 -0.075  C12 1.383, C25 1.381, H34 1.079
19 C -2.436 3.036 0.678  S2 1.784, C15 1.388, C20 1.385
20 C -1.182 3.241 0.127  C11 1.384, C19 1.385, H33 1.079
21 C 1.389 -2.150 -1.343  C12 1.390, C24 1.387, H48 1.079
22 C 0.079 -3.628 0.194  C9 1.486, C12 1.505, H38 1.094, H40 1.094
23 C 3.780 -2.293 -1.568  O3 1.362, C24 1.408, C25 1.391
24 C 2.561 -1.683 -1.921  O5 1.374, C21 1.387, C23 1.408
25 C 3.757 -3.339 -0.651  C18 1.381, C23 1.391, H32 1.078
26 C -1.962 2.345 -1.976  C11 1.388, C17 1.391, C27 1.498
27 C -1.722 1.967 -3.406  C26 1.498, H31 1.089, H42 1.087, H49 1.090
28 C -1.278 2.894 3.211  S2 1.828, C13 1.511, H29 1.090, H46 1.091
29 H -0.496 3.649 3.130  C28 1.090
30 H 0.646 -0.593 -3.579  C10 1.095
31 H -2.458 2.446 -4.050  C27 1.089
32 H 4.702 -3.791 -0.396  C25 1.078
33 H -0.383 3.672 0.710  C20 1.079
34 H 2.608 -4.588 0.641  C18 1.079
35 H -4.432 2.346 0.347  C15 1.079
36 H 1.665 0.855 -3.754  C10 1.090
37 H 4.944 0.056 -2.364  C14 1.092
38 H 0.276 -4.358 0.984  C22 1.094
39 H 6.336 -0.851 -3.006  C14 1.090
40 H -0.561 -4.112 -0.549  C22 1.094
41 H -2.728 0.900 2.570  N8 1.013
42 H -0.728 2.264 -3.728  C27 1.087
43 H 4.753 -0.958 -3.817  C14 1.092
44 H 0.030 3.043 -1.612  C11 1.081
45 H -4.016 1.740 -2.003  C17 1.080
46 H -1.552 2.780 4.261  C28 1.091
47 H 0.956 0.458 -2.166  C10 1.095
48 H 0.445 -1.701 -1.611  C21 1.079
49 H -1.823 0.890 -3.533  C27 1.090

As for the energy relative to the best compared isomer or geometry (same formula, charge and spin): 202.5 kJ/mol. For the HOMO energy, the calculation gives -8.06 eV. Its multiplicity is 1. The charge is 0. As for the max |F|: 1.7 eV/A. The HOMO-LUMO gap comes out at 8.638 eV.

Atomic partial charges in e from the Löwdin method, atoms 1 to 4: number 1, S, carries 1.1624; number 2, S, carries 0.9433; number 3, O, carries -0.0681; number 4, O, carries 0.0155

C20H21N3O4S | ωB97M-V/def2-TZVPD

Each atom is followed by the atoms it is bonded to, with distances in Å.
Element x y z (Å)
1 S -2.335 -4.355 -0.933  C24 1.643
2 O 5.537 -1.602 1.413  C14 1.352, C20 1.408
3 O -2.435 -0.907 1.086  C17 1.212
4 O 4.557 0.582 0.439  C23 1.407, C27 1.356
5 O 0.190 -0.769 -1.806  C28 1.219
6 N -0.442 -2.596 -0.594  C24 1.380, C28 1.375, H48 1.012
7 N -2.316 -0.469 -1.134  N8 1.390, C17 1.381, H41 1.017
8 N -2.511 -1.809 -1.450  N7 1.390, C24 1.353, H30 1.015
9 C -2.182 4.278 1.181  C12 1.392, C13 1.383, H39 1.080
10 C -4.253 5.537 -0.149  C11 1.384, C21 1.383, H49 1.080
11 C -3.716 6.114 0.989  C10 1.384, C13 1.384, H43 1.080
12 C -2.713 3.689 0.037  C9 1.392, C16 1.480, C21 1.392
13 C -2.680 5.479 1.651  C9 1.383, C11 1.384, H36 1.080
14 C 4.313 -1.716 0.850  O2 1.352, C15 1.387, C27 1.418
15 C 3.580 -2.888 0.754  C14 1.387, C18 1.386, H32 1.078
16 C -2.209 2.405 -0.500  C12 1.480, C19 1.497, C26 1.521, H42 1.083
17 C -2.191 -0.121 0.196  O3 1.212, N7 1.381, C26 1.483
18 C 2.324 -2.900 0.168  C15 1.386, C22 1.387, H31 1.080
19 C -0.772 2.006 -0.372  C16 1.497, C26 1.505, H35 1.080, H45 1.080
20 C 6.135 -2.748 1.970  O2 1.408, H33 1.089, H34 1.095, H38 1.095
21 C -3.756 4.336 -0.619  C10 1.383, C12 1.392, H40 1.081
22 C 1.782 -1.730 -0.342  C18 1.387, C25 1.400, C28 1.478
23 C 4.084 1.799 -0.086  O4 1.407, H29 1.095, H44 1.089, H46 1.095
24 C -1.746 -2.822 -0.985  S1 1.643, N6 1.380, N8 1.353
25 C 2.528 -0.547 -0.275  C22 1.400, C27 1.379, H47 1.078
26 C -1.807 1.288 0.451  C16 1.521, C17 1.483, C19 1.505, H37 1.083
27 C 3.773 -0.518 0.316  O4 1.356, C14 1.418, C25 1.379
28 C 0.458 -1.635 -0.992  O5 1.219, N6 1.375, C22 1.478
29 H 3.161 2.118 0.409  C23 1.095
30 H -3.476 -2.073 -1.621  N8 1.015
31 H 1.810 -3.847 0.088  C18 1.080
32 H 3.982 -3.813 1.135  C15 1.078
33 H 7.092 -2.414 2.367  C20 1.089
34 H 5.531 -3.162 2.784  C20 1.095
35 H -0.301 1.477 -1.187  C19 1.080
36 H -2.256 5.922 2.541  C13 1.080
37 H -1.841 1.512 1.510  C26 1.083
38 H 6.307 -3.521 1.214  C20 1.095
39 H -1.374 3.800 1.716  C9 1.080
40 H -4.181 3.891 -1.508  C21 1.081
41 H -1.715 0.010 -1.801  N7 1.017
42 H -2.722 2.090 -1.400  C16 1.083
43 H -4.104 7.051 1.358  C11 1.080
44 H 4.869 2.527 0.111  C23 1.089
45 H -0.105 2.675 0.151  C19 1.080
46 H 3.913 1.733 -1.165  C23 1.095
47 H 2.090 0.343 -0.697  C25 1.078
48 H -0.079 -3.352 -0.027  N6 1.012
49 H -5.063 6.023 -0.672  C10 1.080

As for the energy relative to the best compared isomer or geometry (same formula, charge and spin): 323.7 kJ/mol. For the HOMO energy, the calculation gives -8.50 eV. Its multiplicity is 1. The charge is 0. As for the max |F|: 0.6 eV/A. The HOMO-LUMO gap comes out at 8.635 eV.

Atomic partial charges in e from the Löwdin method, atoms 1 to 4: number 1, S, carries 0.6541; number 2, O, carries -0.0526; number 3, O, carries 0.0952; number 4, O, carries -0.0559

C20H21N3O5 | ωB97M-V/def2-TZVPD

Each atom is followed by the atoms it is bonded to, with distances in Å.
Element x y z (Å)
1 O -1.673 1.024 1.340  C10 1.363, H48 0.981
2 O 4.580 2.171 -4.646  C12 1.412, C24 1.365
3 O 5.645 1.314 -2.792  C12 1.411, C27 1.369
4 O 0.755 -1.875 0.516  C13 1.220
5 O 0.504 2.145 0.170  C11 1.224
6 N -0.567 -1.726 2.328  C13 1.344, C19 1.443, C23 1.454
7 N 1.910 0.471 0.777  C11 1.353, C17 1.444, H34 1.010
8 N -3.153 -1.368 2.138  C14 1.447, C18 1.409, C22 1.444
9 C -4.012 -1.388 -0.095  C16 1.381, C18 1.395, H42 1.080
10 C -2.462 0.350 0.456  O1 1.363, C18 1.406, C28 1.389
11 C 1.476 1.438 -0.064  O5 1.224, N7 1.353, C25 1.487
12 C 5.813 1.707 -4.137  O2 1.412, O3 1.411, H33 1.102, H38 1.102
13 C 0.404 -1.273 1.517  O4 1.220, N6 1.344, C17 1.536
14 C -2.785 -2.766 2.207  N8 1.447, C23 1.543, H35 1.088, H40 1.094
15 C 2.348 2.381 -3.601  C21 1.390, C24 1.374, H44 1.077
16 C -4.103 -0.925 -1.393  C9 1.381, C20 1.383, H36 1.080
17 C 1.128 0.025 1.905  N7 1.444, C13 1.536, H29 1.096, H37 1.089
18 C -3.180 -0.792 0.853  N8 1.409, C9 1.395, C10 1.406
19 C -1.098 -1.088 3.508  N6 1.443, C22 1.556, H41 1.097, H47 1.086
20 C -3.357 0.171 -1.784  C16 1.383, C28 1.381, H39 1.079
21 C 1.670 2.165 -2.406  C15 1.390, C25 1.390, H32 1.079
22 C -2.576 -0.668 3.262  N8 1.444, C19 1.556, H31 1.086, H45 1.098
23 C -1.274 -2.939 1.949  N6 1.454, C14 1.543, H43 1.092, H49 1.097
24 C 3.682 2.053 -3.625  O2 1.365, C15 1.374, C27 1.399
25 C 2.298 1.629 -1.289  C11 1.487, C21 1.390, C26 1.402
26 C 3.662 1.304 -1.321  C25 1.402, C27 1.371, H30 1.077
27 C 4.326 1.530 -2.498  O3 1.369, C24 1.399, C26 1.371
28 C -2.554 0.803 -0.854  C10 1.389, C20 1.381, H46 1.082
29 H 1.796 -0.172 2.751  C17 1.096
30 H 4.186 0.925 -0.460  C26 1.077
31 H -2.654 0.403 3.097  C22 1.086
32 H 0.623 2.414 -2.333  C21 1.079
33 H 6.562 2.513 -4.195  C12 1.102
34 H 2.510 -0.241 0.385  N7 1.010
35 H -3.345 -3.351 1.479  C14 1.088
36 H -4.754 -1.423 -2.095  C16 1.080
37 H 0.425 0.816 2.163  C17 1.089
38 H 6.158 0.847 -4.733  C12 1.102
39 H -3.403 0.538 -2.798  C20 1.079
40 H -3.048 -3.124 3.207  C14 1.094
41 H -1.049 -1.815 4.327  C19 1.097
42 H -4.608 -2.238 0.202  C9 1.080
43 H -1.077 -3.103 0.888  C23 1.092
44 H 1.857 2.788 -4.468  C15 1.077
45 H -3.169 -0.923 4.149  C22 1.098
46 H -1.962 1.663 -1.135  C28 1.082
47 H -0.498 -0.225 3.782  C19 1.086
48 H -1.075 1.628 0.851  O1 0.981
49 H -0.878 -3.791 2.515  C23 1.097

As for the energy relative to the best compared isomer or geometry (same formula, charge and spin): 128.2 kJ/mol. For the HOMO energy, the calculation gives -7.51 eV. Its multiplicity is 1. The charge is 0. As for the max |F|: 1.3 eV/A. The HOMO-LUMO gap comes out at 8.231 eV.

Atomic partial charges in e from the Löwdin method, atoms 1 to 4: number 1, O, carries 0.0030; number 2, O, carries 0.0430; number 3, O, carries 0.0387; number 4, O, carries 0.0613

C20H21N3O6S4 | ωB97M-V/def2-TZVPD

Each atom is followed by the atoms it is bonded to, with distances in Å.
Element x y z (Å)
1 S -3.422 -3.230 0.175  O5 1.429, O10 1.428, N12 1.692, C17 1.766
2 S -2.623 -1.123 -1.855  C17 1.718, C31 1.716
3 S -1.030 2.411 -1.580  C25 1.715, C29 1.717
4 S -2.689 2.992 0.842  O6 1.437, O7 1.429, N13 1.701, C29 1.757
5 O -4.612 -3.956 0.487  S1 1.429
6 O -3.514 2.044 0.145  S4 1.437
7 O -3.288 4.195 1.329  S4 1.429
8 O 1.643 0.413 -0.749  C22 1.219
9 O 4.047 -0.973 1.171  C30 1.419, C32 1.408
10 O -2.295 -3.925 -0.359  S1 1.428
11 N 1.777 -1.784 -0.232  C22 1.350, C27 1.440, H43 1.007
12 N -2.967 -2.482 1.623  S1 1.692, C20 1.395, H49 1.010
13 N -1.973 2.238 2.189  S4 1.701, C24 1.410, H51 1.012
14 C -0.900 -1.566 0.821  C15 1.388, C20 1.392, H39 1.078
15 C -0.045 -0.486 0.650  C14 1.388, C19 1.390, C22 1.495
16 C -0.304 4.253 0.062  C23 1.410, C29 1.362, H42 1.074
17 C -3.815 -1.850 -0.855  S1 1.766, S2 1.718, C18 1.362
18 C -4.996 -1.171 -0.874  C17 1.362, C28 1.409, H48 1.075
19 C -0.387 0.757 1.169  C15 1.390, C24 1.387, H50 1.078
20 C -2.090 -1.401 1.525  N12 1.395, C14 1.392, C26 1.390
21 C 5.700 -0.279 -0.399  C30 1.543, C33 1.535, H38 1.089, H40 1.088
22 C 1.207 -0.562 -0.162  O8 1.219, N11 1.350, C15 1.495
23 C 0.699 4.194 -0.928  C16 1.410, C25 1.361, H52 1.075
24 C -1.583 0.926 1.849  N13 1.410, C19 1.387, C26 1.387
25 C 0.439 3.247 -1.872  S3 1.715, C23 1.361, H34 1.071
26 C -2.427 -0.157 2.046  C20 1.390, C24 1.387, H54 1.081
27 C 3.071 -1.971 -0.834  N11 1.440, C32 1.547, H47 1.093, H53 1.092
28 C -4.949 -0.050 -1.727  C18 1.409, C31 1.359, H41 1.074
29 C -1.297 3.349 -0.167  S3 1.717, S4 1.757, C16 1.362
30 C 4.631 0.191 0.608  O9 1.419, C21 1.543, H36 1.092, H46 1.097
31 C -3.735 0.098 -2.320  S2 1.716, C28 1.359, H35 1.071
32 C 4.185 -2.019 0.239  O9 1.408, C27 1.547, C33 1.534, H37 1.095
33 C 5.567 -1.808 -0.391  C21 1.535, C32 1.534, H44 1.088, H45 1.090
34 H 1.037 2.984 -2.720  C25 1.071
35 H -3.423 0.864 -3.000  C31 1.071
36 H 5.049 0.768 1.436  C30 1.092
37 H 4.105 -2.953 0.805  C32 1.095
38 H 5.497 0.129 -1.388  C21 1.089
39 H -0.706 -2.527 0.374  C14 1.078
40 H 6.697 0.036 -0.099  C21 1.088
41 H -5.776 0.618 -1.881  C28 1.074
42 H -0.307 4.921 0.903  C16 1.074
43 H 1.448 -2.508 0.387  N11 1.007
44 H 5.635 -2.244 -1.385  C33 1.088
45 H 6.331 -2.256 0.244  C33 1.090
46 H 3.857 0.790 0.114  C30 1.097
47 H 3.080 -2.897 -1.415  C27 1.093
48 H -5.855 -1.484 -0.310  C18 1.075
49 H -3.783 -2.312 2.192  N12 1.010
50 H 0.285 1.588 1.028  C19 1.078
51 H -2.627 2.286 2.959  N13 1.012
52 H 1.571 4.822 -0.933  C23 1.075
53 H 3.231 -1.119 -1.497  C27 1.092
54 H -3.369 -0.022 2.559  C26 1.081

As for the energy relative to the best compared isomer or geometry (same formula, charge and spin): 16.6 kJ/mol. For the HOMO energy, the calculation gives -8.89 eV. Its multiplicity is 1. The charge is 0. As for the max |F|: 1.1 eV/A. The HOMO-LUMO gap comes out at 9.076 eV.

Atomic partial charges in e from the Löwdin method, atoms 1 to 4: number 1, S, carries 0.6153; number 2, S, carries 1.0655; number 3, S, carries 1.0646; number 4, S, carries 0.6235

C20H21N7O2S | ωB97M-V/def2-TZVPD

Each atom is followed by the atoms it is bonded to, with distances in Å.
Element x y z (Å)
1 S 2.240 -2.887 -0.819  C21 1.734, C29 1.825
2 O 0.159 -5.077 -2.316  C25 1.213
3 O -1.931 1.502 -0.919  C15 1.408, C26 1.373
4 N 2.957 2.537 2.332  N5 1.266, C27 1.363
5 N 2.196 1.529 2.419  N4 1.266, N10 1.341
6 N -0.008 -1.605 2.012  N7 1.341, C18 1.301
7 N 0.564 -2.601 1.319  N6 1.341, C21 1.310
8 N -0.687 -4.501 -0.291  C20 1.454, C25 1.348, H35 1.019
9 N 1.177 -0.701 0.408  C18 1.370, C21 1.364, C28 1.433
10 N 0.966 1.823 1.973  N5 1.341, C14 1.362, C22 1.437
11 C 0.337 5.234 0.726  C13 1.403, C24 1.376, H31 1.080
12 C -2.677 -1.889 0.113  C17 1.389, C19 1.379, H37 1.079
13 C 1.638 5.701 0.969  C11 1.403, C30 1.374, H46 1.080
14 C 0.934 3.123 1.568  N10 1.362, C24 1.390, C27 1.417
15 C -1.509 2.216 -2.057  O3 1.408, H33 1.089, H44 1.093, H51 1.096
16 C -1.400 -0.627 -2.001  C23 1.384, C26 1.389, H39 1.079
17 C -2.093 -2.656 -0.887  C12 1.389, C20 1.507, C23 1.388
18 C 0.357 -0.475 1.482  N6 1.301, N9 1.370, C22 1.487
19 C -2.630 -0.512 0.060  C12 1.379, C26 1.394, H38 1.079
20 C -2.013 -4.157 -0.776  N8 1.454, C17 1.507, H36 1.092, H50 1.092
21 C 1.278 -2.060 0.364  S1 1.734, N7 1.310, N9 1.364
22 C -0.100 0.861 1.947  N10 1.437, C18 1.487, H32 1.095, H47 1.095
23 C -1.461 -2.009 -1.940  C16 1.384, C17 1.388, H41 1.080
24 C -0.044 3.944 1.019  C11 1.376, C14 1.390, H49 1.079
25 C 0.314 -4.763 -1.155  O2 1.213, N8 1.348, C29 1.525
26 C -1.978 0.131 -0.991  O3 1.373, C16 1.389, C19 1.394
27 C 2.252 3.582 1.812  N4 1.363, C14 1.417, C30 1.395
28 C 1.814 0.238 -0.467  N9 1.433, H43 1.090, H45 1.093, H48 1.090
29 C 1.700 -4.608 -0.537  S1 1.825, C25 1.525, H40 1.087, H42 1.089
30 C 2.611 4.896 1.510  C13 1.374, C27 1.395, H34 1.077
31 H -0.386 5.913 0.299  C11 1.080
32 H -0.879 1.243 1.277  C22 1.095
33 H -1.678 3.267 -1.829  C15 1.089
34 H 3.612 5.248 1.699  C30 1.077
35 H -0.435 -4.091 0.607  N8 1.019
36 H -2.136 -4.633 -1.751  C20 1.092
37 H -3.167 -2.372 0.945  C12 1.079
38 H -3.088 0.086 0.833  C19 1.079
39 H -0.895 -0.159 -2.831  C16 1.079
40 H 1.722 -4.795 0.534  C29 1.087
41 H -0.996 -2.594 -2.720  C23 1.080
42 H 2.425 -5.222 -1.068  C29 1.089
43 H 2.041 -0.261 -1.409  C28 1.090
44 H -2.091 1.939 -2.940  C15 1.093
45 H 2.745 0.602 -0.026  C28 1.093
46 H 1.871 6.725 0.720  C13 1.080
47 H -0.529 0.726 2.946  C22 1.095
48 H 1.148 1.081 -0.650  C28 1.090
49 H -1.045 3.588 0.833  C24 1.079
50 H -2.758 -4.541 -0.077  C20 1.092
51 H -0.444 2.063 -2.264  C15 1.096

As for the energy relative to the best compared isomer or geometry (same formula, charge and spin): 20.1 kJ/mol. For the HOMO energy, the calculation gives -8.56 eV. Its multiplicity is 1. The charge is 0. As for the max |F|: 1.3 eV/A. The HOMO-LUMO gap comes out at 8.891 eV.

Atomic partial charges in e from the Löwdin method, atoms 1 to 4: number 1, S, carries 1.0086; number 2, O, carries 0.0449; number 3, O, carries -0.1223; number 4, N, carries 0.0719

Question: The highest HOMO-LUMO gap belongs to which entry?
Answer: C20H21N3O6S4

Question: Number 5 is which compound?
Answer: C20H21N7O2S

Question: energy relative to the best compared isomer or geometry (same formula, charge and spin) of number 1 (C20H21N3O3S2)?
Answer: 202.5 kJ/mol